# 1
23
Properties=species:S:1:pos:R:3 method="wB97M-V/def2-TZVPD" de_lowest_kcal_mol=68.18 e_tot_ev=-13052.9723 smiles="CC1(C)N[C@]1(O)CCC=O" orbital_gap_ev=9.000 homo_energy_ev=-8.5 lumo_energy_ev=0.52
C -1.269 -1.421 -0.163
C -0.968 0.059 -0.229
C -1.836 0.924 0.653
N -0.834 0.514 -1.637
C 0.371 0.759 -0.939
O 0.667 2.006 -0.552
C 1.556 -0.190 -1.075
C 1.819 -0.857 0.290
C 1.092 -0.130 1.397
O 1.249 1.078 1.649
H -1.165 -1.804 0.852
H -2.305 -1.590 -0.470
H -0.632 -1.989 -0.838
H -2.876 0.883 0.319
H -1.807 0.580 1.686
H -1.506 1.963 0.632
H -1.328 1.386 -1.812
H 1.012 1.888 0.479
H 2.413 0.406 -1.396
H 1.335 -0.937 -1.837
H 1.479 -1.894 0.281
H 2.886 -0.865 0.534
H 0.648 -0.770 2.175

# 2
8
Properties=species:S:1:pos:R:3 method="wB97M-V/def2-TZVPD" de_lowest_kcal_mol=19.43 e_tot_ev=-149228.6494 smiles="N#CC(Br)(Br)[N+](=O)[O-]" orbital_gap_ev=9.844 homo_energy_ev=-11.3 lumo_energy_ev=-1.50
N -1.316 0.584 -2.071
C -0.856 0.018 -1.199
C -0.361 -0.621 0.312
Br -2.012 -0.486 1.445
Br 0.196 -2.484 0.094
N 0.778 0.177 0.938
O 1.758 -0.380 1.225
O 0.610 1.382 1.174

# 3
25
Properties=species:S:1:pos:R:3 method="wB97M-V/def2-TZVPD" de_lowest_kcal_mol=96.82 e_tot_ev=-14682.1987 orbital_gap_ev=8.472 homo_energy_ev=-8.2 lumo_energy_ev=0.24
C 2.410 1.930 1.466
C 1.202 2.463 0.597
C 0.582 1.204 -0.157
C 1.099 0.739 -1.315
C 0.667 -0.492 -1.744
C -0.534 -1.194 -1.164
C -0.983 -2.439 -1.610
C -1.997 -3.029 -0.854
C -2.382 -2.651 0.381
C -2.003 -1.403 0.786
C -1.114 -0.583 -0.025
C -0.485 0.631 0.539
H 2.242 0.745 1.813
H 2.683 2.801 2.355
H 3.172 2.007 0.358
H 1.593 3.305 -0.102
H -0.636 2.832 1.051
H 1.793 1.492 -1.852
H 1.089 -0.967 -2.644
H -0.518 -2.948 -2.562
H -2.350 -3.997 -1.293
H -2.741 -3.455 1.202
H -2.291 -0.867 1.724
H -0.827 0.923 1.519
O 0.329 2.955 1.530

# 4
95
Properties=species:S:1:pos:R:3 method="wB97M-V/def2-TZVPD" e_tot_ev=-210787.0499 smiles="C[C@H]1COC(=O)O1.C[C@H]1COC(=O)O1.C[C@H]1COC(=O)O1.COC(=O)OC.COC(=O)OC.COC(=O)OC.COC(=O)OC.BrCCBr" orbital_gap_ev=10.566 homo_energy_ev=-10.5 lumo_energy_ev=0.09
C -1.181 8.218 0.177
C -2.317 8.347 -0.857
C -2.106 7.553 -2.120
O -3.242 6.672 -2.051
C -4.073 6.889 -1.082
O -5.093 6.346 -0.912
O -3.496 7.781 -0.241
H -0.822 7.193 0.272
H -1.548 8.511 1.161
H -0.244 8.727 -0.046
H -2.496 9.385 -1.137
H -1.155 7.024 -2.050
H -2.243 8.156 -3.018
C 3.543 -1.472 -4.848
C 4.981 -1.395 -5.393
C 5.224 -2.013 -6.818
O 5.108 -0.911 -7.691
C 5.158 0.228 -7.014
O 5.036 1.390 -7.494
O 5.217 -0.039 -5.680
H 3.352 -2.482 -4.484
H 2.783 -1.272 -5.604
H 3.382 -0.769 -4.032
H 5.669 -1.886 -4.705
H 4.469 -2.705 -7.191
H 6.219 -2.456 -6.788
C 0.571 1.701 7.692
C 1.652 1.359 6.689
C 3.203 1.279 7.083
O 3.556 -0.052 6.592
C 2.520 -0.715 6.146
O 2.588 -1.861 5.716
O 1.340 0.069 6.223
H 0.841 2.628 8.199
H 0.596 0.907 8.438
H -0.427 1.931 7.318
H 1.581 1.995 5.807
H 3.327 1.423 8.156
H 3.811 1.968 6.497
C 0.038 3.481 -5.601
O -1.081 2.812 -5.000
C -1.522 1.626 -5.395
O -0.998 0.946 -6.258
O -2.637 1.281 -4.684
C -3.404 0.107 -5.076
H -0.092 3.823 -6.628
H 0.938 2.869 -5.555
H 0.288 4.460 -5.193
H -3.990 0.368 -5.957
H -3.969 -0.370 -4.276
H -2.882 -0.845 -5.166
C -1.783 6.379 4.628
O -0.383 6.330 4.737
C 0.244 7.310 5.344
O -0.300 8.327 5.755
O 1.609 7.044 5.423
C 2.485 8.028 5.870
H -2.094 5.701 3.832
H -2.232 7.328 4.336
H -2.108 5.960 5.580
H 2.057 8.666 6.644
H 2.841 8.646 5.045
H 3.316 7.458 6.285
C -5.538 -5.053 -1.244
O -6.095 -5.471 -2.486
C -5.365 -6.003 -3.500
O -4.126 -5.963 -3.549
O -6.228 -6.211 -4.536
C -5.756 -6.783 -5.785
H -4.907 -5.809 -0.777
H -6.380 -4.855 -0.581
H -4.976 -4.139 -1.433
H -5.193 -7.683 -5.537
H -5.000 -6.151 -6.252
H -6.552 -7.020 -6.490
C 1.362 -8.831 3.148
O 1.865 -10.067 2.633
C 2.412 -10.918 3.490
O 2.365 -10.770 4.763
O 2.887 -11.917 2.823
C 3.439 -12.958 3.468
H 2.147 -8.220 3.593
H 0.417 -8.928 3.684
H 1.128 -8.193 2.296
H 3.727 -13.663 2.687
H 2.902 -13.530 4.225
H 4.399 -12.646 3.880
Br -0.347 1.923 0.774
C 0.229 -0.017 0.475
C -0.926 -0.852 -0.082
Br -0.312 -2.757 -0.034
H 0.498 -0.416 1.453
H 1.160 -0.132 -0.081
H -1.014 -0.578 -1.133
H -1.839 -0.775 0.508

# 5
21
Properties=species:S:1:pos:R:3 method="wB97M-V/def2-TZVPD" de_lowest_kcal_mol=42.68 e_tot_ev=-8495.0416 orbital_gap_ev=10.873 homo_energy_ev=-9.7 lumo_energy_ev=1.13
C -3.467 -0.197 -0.511
C -2.273 -0.321 0.433
C -0.936 -0.082 -0.270
C 0.267 -0.198 0.664
C 1.581 0.053 -0.086
O 2.626 0.143 0.802
C 3.818 0.448 0.163
H -4.410 -0.374 0.016
H -3.397 -0.921 -1.332
H -3.516 0.804 -0.954
H -2.384 0.393 1.260
H -2.269 -1.321 0.889
H -0.828 -0.800 -1.097
H -0.939 0.916 -0.728
H 0.264 -1.195 1.138
H 0.189 0.531 1.481
H 1.757 -0.696 -0.878
H 1.730 1.180 -0.801
H 4.126 -0.305 -0.581
H 4.582 0.550 0.956
H 3.478 1.391 -0.565

# 6
7
Properties=species:S:1:pos:R:3 method="wB97M-V/def2-TZVPD" de_lowest_kcal_mol=60.93 e_tot_ev=-30421.8014 orbital_gap_ev="7.921 / 7.920" homo_energy_ev="-8.8 / -8.8" lumo_energy_ev="-0.90 / -0.91"
C 0.955 -0.194 0.949
N -0.934 -0.259 0.937
P 1.902 0.116 -0.459
P 0.373 0.538 -1.892
P -1.103 -0.039 -0.558
H 1.273 -0.772 1.855
H -2.466 0.609 -0.833